DFT (ωB97M-V/def2-TZVPD) results for 3 unconnected molecules or ions with the total composition C18H41F2IN6O4P.

Results
- HOMO energy (eV) = -11.392
- max |F| (hartree/bohr) = 0.1211
- LUMO (eV) = -3.32
- HOMO-LUMO gap (eV) = 8.1
- charge = +1

Each atom is followed by the atoms it is bonded to, with distances in Å.
CARTESIAN COORDINATES (ANGSTROEM)
1 I 4.127 -0.849 -3.149  C25 2.202
2 P -3.341 0.641 0.450  O7 1.727, N12 1.799, N13 1.750
3 F -0.354 1.115 0.242  N9 1.350
4 F -2.694 -3.480 0.476  C17 1.436
5 O -7.351 -2.245 -2.902  C21 1.422, C24 1.418
6 O 5.934 3.700 -0.428  C31 1.420, C32 1.421
7 O -4.588 0.605 1.645  P2 1.727, H51 0.980
8 O 3.402 -1.865 4.683  C15 1.441, H66 0.977
9 N -0.597 0.031 1.009  F3 1.350, N12 1.367, C23 1.428
10 N -0.606 -1.766 2.287  C23 1.437, C27 1.417
11 N 4.919 -3.458 2.616  C22 1.483, H42 1.021, H57 1.021
12 N -1.932 -0.227 1.153  P2 1.799, N9 1.367, C27 1.435
13 N -3.971 -0.206 -0.946  P2 1.750, H44 1.028, H53 1.025
14 N 1.639 -0.842 1.626  C20 1.485, C23 1.326, C26 1.508
15 C 3.525 -1.405 3.322  O8 1.441, C22 1.615, C26 1.596, H38 1.141
16 C 2.318 -0.235 -0.697  C20 1.623, C25 1.600, H35 1.143, H70 1.130
17 C -3.000 -3.704 1.861  F4 1.436, C29 1.607, H33 1.140, H37 1.128
18 C 3.924 5.063 -0.033  C31 1.519, H56 1.092, H61 1.093, H64 1.093
19 C -6.811 0.146 -3.100  C24 1.519, H34 1.092, H50 1.092, H68 1.093
20 C 2.426 0.166 0.872  N14 1.485, C16 1.623, H54 1.144, H71 1.128
21 C -8.759 -2.110 -3.051  O5 1.422, C30 1.518, H49 1.092, H65 1.095
22 C 4.920 -1.981 2.745  N11 1.483, C15 1.615, H40 1.148, H48 1.147
23 C 0.313 -0.862 1.652  N9 1.428, N10 1.437, N14 1.326
24 C -6.551 -1.277 -3.562  O5 1.418, C19 1.519, H69 1.094, H72 1.095
25 C 3.443 0.510 -1.557  I1 2.202, C16 1.600, H36 1.141, H55 1.130
26 C 2.371 -1.939 2.358  N14 1.508, C15 1.596, H45 1.134, H52 1.146
27 C -1.941 -1.391 1.992  N10 1.417, N12 1.435, C29 1.581
28 C 7.500 5.597 -0.503  C32 1.519, H58 1.092, H59 1.092, H62 1.093
29 C -3.151 -2.252 2.534  C17 1.607, C27 1.581, H43 1.133, H67 1.144
30 C -9.229 -2.197 -4.492  C21 1.518, H47 1.092, H60 1.093, H63 1.092
31 C 5.061 4.243 0.552  O6 1.420, C18 1.519, H41 1.094, H73 1.095
32 C 6.607 4.632 -1.263  O6 1.421, C28 1.519, H39 1.095, H46 1.093
33 H -2.060 -4.170 2.307  C17 1.140
34 H -7.830 0.466 -3.325  C19 1.092
35 H 2.550 -1.354 -0.721  C16 1.143
36 H 3.010 1.430 -2.074  C25 1.141
37 H -3.930 -4.320 2.027  C17 1.128
38 H 3.568 -0.264 3.342  C15 1.141
39 H 5.887 5.172 -1.887  C32 1.095
40 H 5.087 -1.514 1.710  C22 1.148
41 H 4.638 3.393 1.095  C31 1.094
42 H 5.846 -3.842 2.428  N11 1.021
43 H -4.164 -1.777 2.356  C29 1.133
44 H -4.413 -1.102 -0.705  N13 1.028
45 H 1.680 -2.583 2.986  C26 1.134
46 H 7.226 4.044 -1.945  C32 1.093
47 H -10.319 -2.144 -4.540  C30 1.092
48 H 5.796 -1.701 3.430  C22 1.147
49 H -9.210 -2.926 -2.483  C21 1.092
50 H -6.128 0.838 -3.598  C19 1.092
51 H -4.114 0.383 2.474  O7 0.980
52 H 2.763 -2.629 1.531  C26 1.146
53 H -3.279 -0.301 -1.696  N13 1.025
54 H 1.985 1.213 1.011  C20 1.144
55 H 4.368 0.785 -0.969  C25 1.130
56 H 4.290 5.944 -0.564  C18 1.092
57 H 4.457 -3.928 3.397  N11 1.021
58 H 8.033 6.249 -1.197  C28 1.092
59 H 6.926 6.233 0.176  C28 1.092
60 H -8.904 -3.137 -4.945  C30 1.093
61 H 3.256 5.407 0.760  C18 1.093
62 H 8.229 5.051 0.101  C28 1.093
63 H -8.829 -1.384 -5.102  C30 1.092
64 H 3.347 4.467 -0.745  C18 1.093
65 H -9.101 -1.181 -2.582  C21 1.095
66 H 3.160 -2.810 4.640  O8 0.977
67 H -2.956 -2.399 3.651  C29 1.144
68 H -6.673 0.230 -2.020  C19 1.093
69 H -5.511 -1.534 -3.340  C24 1.094
70 H 1.278 -0.098 -1.117  C16 1.130
71 H 3.530 0.173 1.102  C20 1.128
72 H -6.666 -1.366 -4.647  C24 1.095
73 H 5.629 4.826 1.284  C31 1.095